{"formula": "C35H52BrN3OP2Sn", "method": "ωB97M-V/def2-TZVPD", "species": ["C", "C", "C", "C", "N", "C", "C", "C", "C", "C", "C", "C", "C", "C", "Sn", "P", "H", "H", "H", "H", "H", "H", "H", "H", "C", "C", "H", "H", "H", "H", "H", "C", "C", "H", "H", "H", "H", "H", "C", "C", "H", "H", "H", "H", "H", "Br", "P", "C", "C", "H", "H", "H", "H", "H", "C", "C", "H", "H", "H", "H", "H", "C", "C", "H", "H", "H", "H", "H", "C", "C", "N", "C", "C", "C", "O", "C", "C", "C", "C", "N", "C", "H", "H", "H", "H", "H", "H", "H", "H", "H", "H", "H", "H", "H", "H"], "positions_angstrom": [[-0.534, 7.035, -5.472], [-0.710, 5.660, -5.723], [-1.020, 5.276, -7.042], [-1.138, 6.263, -8.030], [-0.966, 7.554, -7.766], [-0.673, 7.943, -6.530], [-0.577, 4.682, -4.672], [-0.464, 3.855, -3.779], [-0.353, 2.881, -2.741], [0.699, 2.942, -1.805], [0.779, 2.002, -0.771], [-0.184, 1.014, -0.679], [-1.242, 0.930, -1.577], [-1.315, 1.854, -2.625], [-0.122, -0.627, 0.910], [2.090, -1.404, -0.115], [-1.172, 4.232, -7.315], [-0.294, 7.411, -4.479], [-1.378, 5.993, -9.060], [-0.541, 9.015, -6.365], [-2.126, 1.788, -3.348], [1.450, 3.726, -1.879], [-2.003, 0.154, -1.468], [1.594, 2.064, -0.048], [2.487, -3.058, 0.575], [3.438, -3.979, -0.191], [1.515, -3.562, 0.717], [2.880, -2.872, 1.587], [3.665, -4.838, 0.453], [2.985, -4.378, -1.106], [4.392, -3.501, -0.438], [1.918, -1.590, -1.938], [2.958, -0.940, -2.850], [0.923, -1.193, -2.196], [1.878, -2.675, -2.118], [2.671, -1.135, -3.892], [2.998, 0.152, -2.728], [3.966, -1.350, -2.705], [3.500, -0.287, 0.185], [4.877, -0.944, 0.114], [3.348, 0.166, 1.178], [3.426, 0.527, -0.554], [5.636, -0.167, 0.254], [5.018, -1.688, 0.906], [5.079, -1.419, -0.854], [-0.251, -2.553, 2.713], [-2.556, -3.900, -3.429], [-0.714, -3.967, -3.319], [-0.198, -5.395, -3.486], [-0.419, -3.546, -2.346], [-0.325, -3.317, -4.115], [0.867, -5.387, -3.744], [-0.318, -5.974, -2.563], [-0.735, -5.923, -4.284], [-2.963, -3.621, -1.650], [-4.378, -4.127, -1.367], [-2.858, -2.551, -1.419], [-2.225, -4.179, -1.057], [-4.513, -4.309, -0.296], [-5.138, -3.406, -1.690], [-4.565, -5.070, -1.896], [-2.776, -2.190, -4.095], [-3.019, -2.208, -5.605], [-1.878, -1.608, -3.842], [-3.638, -1.756, -3.569], [-3.480, -1.266, -5.925], [-2.082, -2.326, -6.161], [-3.689, -3.027, -5.894], [-2.832, -0.423, 8.329], [-1.350, -0.143, 8.429], [-0.842, 0.794, 7.421], [-0.360, 2.087, 7.945], [0.952, 1.956, 8.702], [-0.843, 0.352, 6.125], [-1.386, -0.717, 5.836], [-0.130, 1.101, 5.026], [1.027, 1.880, 5.182], [1.736, 2.203, 4.025], [1.397, 1.617, 2.808], [0.337, 0.788, 2.682], [-0.515, 0.708, 3.742], [-3.416, 0.500, 8.395], [-3.124, -1.082, 9.150], [-3.058, -0.925, 7.386], [-1.121, 0.313, 9.395], [-0.801, -1.085, 8.324], [-0.293, 2.808, 7.127], [-1.141, 2.430, 8.640], [1.731, 1.514, 8.071], [1.284, 2.950, 9.018], [0.808, 1.336, 9.591], [1.340, 2.216, 6.167], [2.577, 2.882, 4.055], [1.979, 1.817, 1.900], [-1.468, 0.212, 3.552]], "forces_ev_per_angstrom": [[0.0, 0.0, 0.0], [-0.1, 0.4, -0.5], [0.0, 0.1, 0.0], [0.1, -0.3, 0.6], [0.0, 0.2, -0.3], [0.0, -0.6, 0.3], [0.1, -0.7, 0.7], [-0.1, 0.7, -0.9], [-0.2, 0.1, -0.2], [-0.2, -0.4, 0.2], [0.6, 0.1, 0.6], [-1.6, -0.9, 0.0], [-0.3, 0.1, -0.5], [0.2, -0.3, 0.4], [1.5, 0.9, 0.8], [1.3, -1.0, -0.3], [0.1, 0.2, 0.2], [-0.1, -0.2, -0.2], [0.1, 0.1, 0.3], [0.0, -0.3, 0.0], [0.2, 0.1, 0.2], [-0.2, -0.2, 0.0], [0.1, 0.4, -0.2], [-0.2, 0.1, -0.3], [-0.3, 0.0, 0.4], [0.2, -0.1, -0.1], [0.3, 0.1, 0.0], [-0.2, 0.0, -0.2], [-0.1, 0.2, -0.2], [0.1, 0.1, 0.1], [-0.3, -0.2, 0.0], [-0.8, -0.2, -0.1], [0.3, 0.2, -0.1], [0.2, -0.1, 0.0], [0.0, 0.2, 0.1], [0.1, 0.0, 0.3], [0.0, -0.3, 0.0], [-0.3, 0.1, 0.0], [-0.2, 0.6, 0.2], [0.4, -0.2, 0.0], [0.2, -0.1, -0.2], [-0.1, -0.2, 0.2], [-0.1, -0.1, 0.0], [0.0, 0.2, -0.2], [-0.1, 0.2, 0.3], [-0.5, 1.3, -1.4], [2.0, 3.2, 2.0], [0.1, -0.9, -1.0], [0.4, -0.4, 0.1], [-0.4, 0.0, -0.2], [-0.2, -0.2, 0.1], [-0.2, -0.1, 0.1], [0.0, 0.1, -0.2], [0.3, 0.1, 0.1], [-0.6, -1.3, 0.1], [-0.4, 0.0, 0.3], [0.1, -0.1, -0.4], [-0.2, 0.0, -0.2], [-0.1, 0.1, -0.2], [0.1, -0.2, 0.0], [0.0, 0.2, 0.3], [-1.2, -0.4, -0.8], [0.0, 0.2, -0.5], [-0.1, -0.4, 0.2], [0.1, -0.2, -0.1], [0.1, -0.2, 0.0], [-0.2, 0.0, 0.1], [0.1, 0.3, 0.0], [-1.1, 0.0, -0.5], [0.8, 0.2, 0.5], [-0.1, -0.1, 2.2], [-0.9, 0.4, -0.6], [0.5, -0.4, 0.2], [-0.4, -0.8, -2.3], [0.7, 1.3, 0.7], [0.1, 0.0, 0.0], [-0.4, -0.3, -0.7], [-0.1, 0.0, -0.1], [0.1, -0.1, 0.1], [-0.8, 0.9, 0.6], [0.9, -0.8, -0.6], [0.1, -0.1, 0.1], [0.2, 0.2, 0.0], [-0.1, 0.1, 0.3], [0.0, -0.2, -0.1], [0.0, 0.1, -0.1], [-0.2, -0.2, 0.1], [0.1, -0.1, -0.2], [-0.1, 0.0, 0.2], [-0.2, -0.1, -0.1], [0.2, 0.1, -0.1], [0.2, -0.1, -0.5], [0.1, 0.0, 0.1], [-0.1, -0.2, 0.6], [0.4, -0.1, 0.3]], "homo_lumo_gap_ha": [0.0925, 0.0646], "total_charge": 4, "e_tot_ha": -5073.7850, "spin_multiplicity": 1}


{"formula": "C4H6N2O", "method": "ωB97M-V/def2-TZVPD", "species": ["O", "C", "N", "C", "C", "C", "N", "H", "H", "H", "H", "H", "H"], "positions_angstrom": [[1.709, -1.275, -1.364], [0.811, -0.601, -0.930], [-0.532, -0.825, -0.967], [-1.485, -0.016, -0.322], [0.304, 1.756, -0.015], [1.276, 0.382, 1.208], [1.001, 0.534, -0.057], [-0.768, -1.752, -1.307], [-2.347, -0.570, 0.041], [-1.731, 0.889, -0.874], [-0.202, 1.904, 0.962], [-0.283, -0.229, 2.209], [2.168, -0.220, 1.420]], "forces_ev_per_angstrom": [[-0.7, 0.4, 0.1], [0.5, 0.0, -0.1], [0.1, -0.3, -0.2], [-0.7, -0.6, -0.9], [0.3, -0.1, -0.7], [-0.4, -1.4, 2.2], [-1.1, 0.6, 0.2], [-0.1, 0.1, 0.2], [0.2, 0.1, 0.1], [0.2, 0.3, 0.4], [0.0, -0.4, -0.2], [1.7, 0.8, -1.5], [0.0, 0.3, 0.2]], "homo_lumo_gap_ha": [0.2912, 0.2495], "e_tot_ha": -340.3810, "de_lowest_kcal_mol": 259.7, "spin_multiplicity": 1}


{"formula": "C9H13NS", "method": "ωB97M-V/def2-TZVPD", "species": ["C", "C", "C", "S", "N", "C", "C", "C", "C", "C", "C", "H", "H", "H", "H", "H", "H", "H", "H", "H", "H", "H", "H", "H"], "positions_angstrom": [[-2.117, -0.562, 0.887], [-1.053, 0.377, 0.400], [-1.765, 1.393, -0.511], [-0.485, 1.453, 2.106], [0.805, 2.323, 1.468], [0.111, -0.371, -0.144], [0.826, -1.311, 0.634], [1.880, -2.023, 0.075], [2.260, -1.847, -1.245], [1.643, -0.837, -1.978], [0.602, -0.127, -1.421], [-3.013, 0.061, 1.104], [-1.744, -1.169, 1.692], [-2.490, -1.147, 0.087], [-2.072, 0.853, -1.383], [-1.144, 2.134, -0.964], [-2.477, 2.097, -0.009], [1.626, 2.006, 1.842], [0.795, 3.344, 1.838], [0.226, -1.639, 1.464], [2.291, -2.857, 0.676], [3.194, -2.413, -1.651], [1.835, -0.455, -2.911], [0.267, 0.720, -2.056]], "forces_ev_per_angstrom": [[-0.8, 1.4, 0.6], [-0.4, 2.0, 1.5], [0.9, 0.8, 0.4], [-1.1, -1.7, -1.7], [-1.5, 3.9, 0.0], [1.5, 0.4, -0.2], [-1.8, 0.1, -1.6], [-0.4, -1.2, 0.9], [2.4, -0.2, -0.9], [-0.7, -0.7, 2.2], [-0.4, 1.3, -0.2], [0.6, -0.5, 0.8], [-0.4, -0.3, 0.5], [0.1, -1.0, -1.0], [-1.2, -0.3, -0.4], [1.3, 0.4, -0.1], [0.0, -1.5, -0.2], [2.6, -1.4, 0.9], [-0.5, -2.1, -1.2], [0.9, -0.1, 1.0], [0.0, 0.7, -0.5], [-2.0, 1.0, 0.7], [1.3, -0.1, -2.3], [-0.3, -0.7, 0.7]], "homo_lumo_gap_ha": 0.3364, "smiles": "CC(C)(SN)c1ccccc1", "e_tot_ha": -803.6167, "de_lowest_kcal_mol": 26.8, "spin_multiplicity": 1}


{"formula": "C4H9O3S", "method": "ωB97M-V/def2-TZVPD", "species": ["C", "C", "C", "C", "O", "O", "O", "S", "H", "H", "H", "H", "H", "H", "H", "H", "H"], "positions_angstrom": [[-0.135, 3.137, 0.342], [1.667, -3.152, -0.415], [-0.164, 2.322, -0.972], [0.314, 0.843, -0.770], [-1.112, 0.589, -3.049], [-1.967, -0.135, -0.751], [1.073, 0.424, 0.116], [-0.899, -0.228, -1.799], [-1.030, 3.055, 0.933], [0.885, 2.811, 0.846], [0.206, 4.169, 0.180], [1.989, -3.401, 0.614], [0.953, -3.913, -0.686], [1.303, -2.134, -0.589], [0.728, 2.848, -1.572], [-1.094, 2.350, -1.503], [2.530, -3.413, -1.046]], "forces_ev_per_angstrom": [[3.4, -0.5, -0.1], [1.0, -0.9, 0.1], [3.5, 1.2, 0.6], [-0.5, 0.1, 1.4], [-0.1, -0.2, 1.1], [-0.1, 0.5, -0.3], [-1.3, 1.1, -2.3], [0.9, -0.9, -0.5], [0.0, -0.1, 0.5], [-2.4, 0.0, -0.1], [-1.0, 0.2, -0.3], [-0.3, 0.7, -0.3], [-0.7, 0.0, -0.1], [0.1, -0.3, 0.3], [-2.0, -1.4, 0.6], [-0.2, 0.0, -0.4], [-0.1, 0.5, 0.0]], "homo_lumo_gap_ha": 0.2648, "total_charge": -1, "e_tot_ha": -781.7189, "de_lowest_kcal_mol": 54.5, "spin_multiplicity": 1}